Entry 1:
A cluster of 2 separate species, C5H8N2O2 in total, computed with wB97M-V/def2-TZVPD.

Highest occupied orbital energy ... -7.21 eV
ΔE to the lowest compared entry with this formula, charge and spin ... 93.4 kcal/mol
2S+1 ... 1
Gap between HOMO and LUMO ... 7.41 eV
LUMO level ... 0.008 Eh

Last columns: bonded neighbours and bond lengths (Å).
CARTESIAN COORDINATES (ANGSTROEM)
1 O 2.667 1.830 0.301  C6 1.216
2 O 2.102 -0.228 0.885  C6 1.309, H10 1.037
3 N -0.562 0.052 -0.593  C5 1.518, C7 1.320, C8 1.308
4 N -2.047 -0.955 0.922  C5 1.467, C9 1.325
5 C -1.113 -1.293 -0.157  N3 1.518, N4 1.467, H13 1.095, H16 1.087
6 C 2.694 0.632 0.095  O1 1.216, O2 1.309, H14 1.163
7 C -1.057 0.985 0.199  N3 1.320, C9 1.450, H11 1.063
8 C 0.321 0.169 -1.551  N3 1.308, H12 1.149, H15 1.157
9 C -1.949 0.348 1.149  N4 1.325, C7 1.450, H17 1.125
10 H 1.445 0.215 1.554  O2 1.037
11 H -0.682 1.980 0.202  C7 1.063
12 H 0.515 -0.752 -2.210  C8 1.149
13 H -0.322 -1.919 0.269  C5 1.095
14 H 3.148 0.188 -0.878  C6 1.163
15 H 0.913 1.146 -1.736  C8 1.157
16 H -1.625 -1.676 -1.037  C5 1.087
17 H -2.778 0.841 1.729  C9 1.125


Entry 2:
A cluster of 23 separate species, C9H62NO23 in total, computed with wB97M-V/def2-TZVPD.

Charge ... -1
Highest occupied orbital energy ... -3.70 eV
ΔE to the lowest compared entry with this formula, charge and spin ... 38.7 kcal/mol
2S+1 ... 1
Gap between HOMO and LUMO ... 4.75 eV
LUMO level ... 0.038 Eh

Last columns: bonded neighbours and bond lengths (Å).
CARTESIAN COORDINATES (ANGSTROEM)
1 O -1.677 1.945 -3.742  H43 0.963, H55 0.972
2 O 4.679 1.550 -0.929  H37 0.962, H74 0.971
3 O -2.992 -2.592 -4.169  H78 0.960, H83 0.974
4 O -2.879 2.013 4.577  H52 0.975, H91 0.963
5 O 2.010 -4.999 0.899  H46 0.969, H92 0.960
6 O 3.520 1.648 -3.590  H67 0.965, H82 0.964
7 O -1.807 2.515 1.898  H36 0.978, H41 0.962
8 O 4.494 1.527 2.209  H49 0.964, H68 0.965
9 O -0.271 -4.910 2.720  H50 0.962, H73 0.970
10 O 1.815 4.674 0.798  H72 0.961, H79 0.963
11 O -0.709 -0.236 4.685  H54 0.963, H86 0.967
12 O 1.172 2.066 -5.169  H51 0.970, H81 0.961
13 O -5.785 -0.107 -0.781  H69 0.980, H87 0.961
14 O 0.305 4.757 -4.045  H80 0.965, H95 0.965
15 O -3.369 -5.097 -0.245  H60 0.962, H70 0.962
16 O -4.132 2.616 -0.458  H62 0.963, H84 0.968
17 O 3.887 -0.187 4.419  H35 0.971, H90 0.961
18 O 2.574 4.334 -2.227  H58 0.969, H64 0.959
19 O 5.797 -1.060 -0.756  H63 0.974, H77 0.961
20 O -3.412 -0.517 -2.200  H65 0.966, H71 0.995
21 O -2.038 -2.564 4.238  H47 0.973, H53 0.965
22 O -4.668 -1.591 3.534  H66 0.963, H93 0.962
23 O -1.570 0.888 -0.853  N24 1.414
24 N -0.539 0.223 -0.150  O23 1.414, C28 1.442, C31 1.458
25 C 0.176 -1.370 1.519  C30 1.541, C31 1.546, H61 1.099, H75 1.088
26 C -2.211 -0.712 1.361  C31 1.534, H38 1.086, H42 1.089, H89 1.092
27 C -1.246 -2.262 -0.313  C31 1.549, H39 1.096, H44 1.094, H85 1.089
28 C 0.718 0.259 -0.856  N24 1.442, C29 1.537, C32 1.543, C33 1.520
29 C 1.805 -0.076 0.178  C28 1.537, C30 1.512, H56 1.099, H57 1.097
30 C 1.597 -1.376 0.922  C25 1.541, C29 1.512, H45 1.096, H59 1.093
31 C -0.954 -0.997 0.532  N24 1.458, C25 1.546, C26 1.534, C27 1.549
32 C 0.819 -0.717 -2.047  C28 1.543, H34 1.087, H40 1.092, H88 1.099
33 C 1.031 1.663 -1.348  C28 1.520, H48 1.095, H76 1.100, H94 1.088
34 H 0.858 -1.764 -1.759  C32 1.087
35 H 4.193 0.476 3.778  O17 0.971
36 H -1.699 2.035 1.054  O7 0.978
37 H 5.415 1.773 -1.508  O2 0.962
38 H -2.510 -1.626 1.866  C26 1.086
39 H -1.840 -2.967 0.278  C27 1.096
40 H -0.041 -0.544 -2.697  C32 1.092
41 H -0.991 3.015 1.998  O7 0.962
42 H -3.041 -0.296 0.790  C26 1.089
43 H -0.896 1.481 -4.059  O1 0.963
44 H -0.397 -2.897 -0.584  C27 1.094
45 H 2.333 -1.522 1.722  C30 1.096
46 H 1.057 -5.023 1.073  O5 0.969
47 H -1.584 -1.720 4.404  O21 0.973
48 H 0.422 2.150 -2.116  C33 1.095
49 H 5.329 1.055 2.115  O8 0.964
50 H 0.515 -5.080 3.248  O9 0.962
51 H 1.739 1.843 -4.414  O12 0.970
52 H -2.621 1.920 3.641  O4 0.975
53 H -2.894 -2.303 3.877  O21 0.965
54 H 0.047 -0.245 5.281  O11 0.963
55 H -1.603 1.906 -2.774  O1 0.972
56 H 2.796 -0.031 -0.295  C29 1.099
57 H 1.815 0.779 0.866  C29 1.097
58 H 2.185 3.590 -1.745  O18 0.969
59 H 1.775 -2.261 0.307  C30 1.093
60 H -3.577 -5.543 0.581  O15 0.962
61 H 0.024 -2.425 1.788  C25 1.099
62 H -4.681 1.923 -0.076  O16 0.963
63 H 5.272 -0.241 -0.810  O19 0.974
64 H 3.181 4.745 -1.609  O18 0.959
65 H -3.383 0.085 -2.954  O20 0.966
66 H -5.098 -2.440 3.387  O22 0.963
67 H 3.763 0.825 -4.033  O6 0.965
68 H 4.180 1.626 1.301  O8 0.965
69 H -4.966 -0.127 -1.319  O13 0.980
70 H -2.658 -5.616 -0.632  O15 0.962
71 H -2.640 -0.227 -1.643  O20 0.995
72 H 2.729 4.964 0.735  O10 0.961
73 H -0.540 -4.012 2.967  O9 0.970
74 H 3.924 1.435 -1.528  O2 0.971
75 H 0.106 -0.882 2.489  C25 1.088
76 H 0.798 2.368 -0.537  C33 1.100
77 H 6.544 -0.921 -1.344  O19 0.961
78 H -3.237 -1.969 -4.858  O3 0.960
79 H 1.298 5.395 0.422  O10 0.963
80 H 1.112 4.531 -3.566  O14 0.965
81 H 1.356 1.393 -5.830  O12 0.961
82 H 4.158 2.301 -3.903  O6 0.964
83 H -3.097 -2.089 -3.342  O3 0.974
84 H -3.313 2.160 -0.701  O16 0.968
85 H -1.844 -2.107 -1.210  C27 1.089
86 H -0.792 0.685 4.403  O11 0.967
87 H -5.614 -0.745 -0.082  O13 0.961
88 H 1.771 -0.550 -2.569  C32 1.099
89 H -1.947 0.024 2.123  C26 1.092
90 H 3.998 -1.028 3.966  O17 0.961
91 H -2.748 1.140 4.962  O4 0.963
92 H 2.385 -4.610 1.693  O5 0.960
93 H -5.259 -0.942 3.139  O22 0.962
94 H 2.071 1.757 -1.655  C33 1.088
95 H 0.218 4.067 -4.713  O14 0.965


Entry 3:
A cluster of 4 separate species, C3H14N2O3 in total, computed with wB97M-V/def2-TZVPD.

Highest occupied orbital energy ... -8.83 eV
ΔE to the lowest compared entry with this formula, charge and spin ... 20.4 kcal/mol
2S+1 ... 1
Gap between HOMO and LUMO ... 9.57 eV
LUMO level ... 0.027 Eh

Last columns: bonded neighbours and bond lengths (Å).
CARTESIAN COORDINATES (ANGSTROEM)
1 O 1.614 1.654 0.268  H13 0.962, H17 0.970
2 O 0.668 -0.675 -1.725  H9 0.964, H12 0.974
3 O 3.388 1.252 -2.500  H11 0.984, H22 0.959
4 N -0.406 -2.784 -0.217  C6 1.270, H16 1.006
5 N -0.652 -0.665 0.714  C6 1.361, C8 1.446, H18 1.031
6 C -0.657 -2.025 0.770  N4 1.270, N5 1.361, H15 1.103
7 C -2.131 1.281 0.683  C8 1.571, H10 1.089, H20 1.106, H21 1.090
8 C -1.534 0.116 1.552  N5 1.446, C7 1.571, H14 1.086, H19 1.087
9 H 1.451 -1.039 -2.154  O2 0.964
10 H -2.838 1.897 1.236  C7 1.089
11 H 3.178 1.574 -1.595  O3 0.984
12 H 0.094 -1.459 -1.804  O2 0.974
13 H 0.997 2.345 0.007  O1 0.962
14 H -0.965 0.474 2.404  C8 1.086
15 H -0.993 -2.381 1.758  C6 1.103
16 H -0.346 -3.781 -0.102  N4 1.006
17 H 1.127 1.250 1.003  O1 0.970
18 H -0.157 -0.299 -0.113  N5 1.031
19 H -2.377 -0.437 1.959  C8 1.087
20 H -1.232 1.842 0.365  C7 1.106
21 H -2.556 0.726 -0.153  C7 1.090
22 H 4.329 1.134 -2.356  O3 0.959


Entry 4:
A cluster of 5 separate species, C4H14O4 in total, computed with wB97M-V/def2-TZVPD.

Highest occupied orbital energy ... -9.24 eV
ΔE to the lowest compared entry with this formula, charge and spin ... 230.5 kcal/mol
2S+1 ... 1
Gap between HOMO and LUMO ... 3.82 eV
LUMO level ... -0.199 Eh

Last columns: bonded neighbours and bond lengths (Å).
CARTESIAN COORDINATES (ANGSTROEM)
1 O -0.259 -2.468 -0.521  H16 0.964
2 O -1.978 -1.256 0.939  H19 0.966, H21 1.189
3 O 0.787 1.567 1.862  H10 0.942
4 O 0.822 -1.354 1.854  H15 0.980, H22 0.990
5 C -0.716 0.885 -1.126  C7 1.440, C8 1.315, H11 1.068
6 C 1.509 -0.257 -1.640  C8 1.502, H12 1.102, H13 1.077, H14 1.091
7 C -1.117 2.064 -0.403  C5 1.440, H9 1.093, H17 1.115, H18 1.092
8 C 0.529 0.564 -0.850  C5 1.315, C6 1.502, H20 1.055
9 H -0.226 2.410 0.129  C7 1.093
10 H 1.156 1.907 2.658  O3 0.942
11 H -1.219 0.210 -1.783  C5 1.068
12 H 1.183 -0.514 -2.661  C6 1.102
13 H 2.366 0.395 -1.626  C6 1.077
14 H 1.754 -1.205 -1.160  C6 1.091
15 H 0.707 -0.383 1.931  O4 0.980
16 H -0.470 -3.384 -0.308  O1 0.964
17 H -1.735 1.896 0.510  C7 1.115
18 H -1.555 2.942 -0.883  C7 1.092
19 H -1.706 -1.632 1.786  O2 0.966
20 H 0.867 0.823 0.115  C8 1.055
21 H -1.117 -1.532 0.166  O2 1.189
22 H 0.416 -1.679 1.011  O4 0.990


Entry 5:
An isolated molecule of C5H7NO3, computed with wB97M-V/def2-TZVPD.

Highest occupied orbital energy ... -9.15 eV
ΔE to the lowest compared entry with this formula, charge and spin ... 146.4 kcal/mol
2S+1 ... 1
Gap between HOMO and LUMO ... 8.32 eV
LUMO level ... -0.030 Eh

Last columns: bonded neighbours and bond lengths (Å).
CARTESIAN COORDINATES (ANGSTROEM)
1 O 2.087 3.154 -2.076  N4 1.219
2 O 0.658 3.293 -0.476  N4 1.234
3 O -1.492 -0.410 1.572  C5 1.330, H13 0.855
4 N 1.505 2.668 -1.122  O1 1.219, O2 1.234, C7 1.388
5 C -0.683 -1.103 0.775  O3 1.330, C6 1.524, C8 1.333
6 C -1.405 -2.441 0.676  C5 1.524, H11 1.092, H12 1.027, H14 1.068
7 C 1.554 1.325 -0.776  N4 1.388, C9 1.331, H16 1.078
8 C 0.238 -0.613 -0.055  C5 1.333, C9 1.431, H15 1.055
9 C 0.579 0.777 -0.052  C7 1.331, C8 1.431, H10 1.160
10 H -0.184 1.642 0.072  C9 1.160
11 H -0.781 -3.260 1.040  C6 1.092
12 H -2.265 -2.387 1.235  C6 1.027
13 H -1.200 0.394 1.598  O3 0.855
14 H -1.683 -2.639 -0.337  C6 1.068
15 H 0.742 -1.287 -0.691  C8 1.055
16 H 2.329 0.886 -1.384  C7 1.078